No. 1
Computed, not measured: C5H8N2 as an isolated structure in a non-equilibrium geometry, with ωB97M-V/def2-TZVPD.

Output
E_LUMO, Ha: 0.0354
Charge: 0
HOMO energy, eV: -8.079
HOMO-LUMO gap, Ha: 0.3323
Energy above the lowest of the compared OMol25 structures with the same formula, charge and spin, kcal/mol: 73.07
Calculated total energy, Ha: -304.719050

Structure (XYZ):
```
15
C5H8N2, DFT ωB97M-V/def2-TZVPD
C -2.70 0.09 0.01
C -1.10 -0.09 0.06
C -0.42 1.04 -0.21
N 0.95 0.90 -0.22
C 1.39 -0.37 0.08
N 2.77 -0.63 0.07
C 0.41 -1.26 0.33
H -3.21 -0.48 -0.79
H -3.23 -0.14 0.94
H -3.00 1.14 -0.21
H -0.81 2.04 -0.44
H 1.60 1.65 -0.34
H 3.33 -0.58 0.91
H 3.21 -1.02 -0.75
H 0.81 -2.31 0.57
```

Results of the Löwdin charge analysis, in e, for atoms 1 through 5: C -0.100; C -0.078; C -0.192; N 0.022; C -0.496



No. 2
Computed, not measured: an isolated molecule of C5H8N2O in a non-equilibrium geometry, with ωB97M-V/def2-TZVPD.

Output
E_LUMO, Ha: 0.0286
Charge: 0
HOMO energy, eV: -9.269
HOMO-LUMO gap, Ha: 0.3692
Energy above the lowest of the compared OMol25 structures with the same formula, charge and spin, kcal/mol: 64.55
SMILES: C[C@@H]1N2C(=O)N[C@]12C
Calculated total energy, Ha: -379.985304

Structure (XYZ):
```
16
C5H8N2O, DFT ωB97M-V/def2-TZVPD
C 1.94 -0.21 0.50
C 0.77 0.68 0.08
N -0.33 0.84 0.96
C -0.63 -0.48 1.46
O -0.69 -0.94 2.59
N -0.92 -1.03 0.26
C -0.47 0.07 -0.52
C -1.43 0.68 -1.46
H 2.85 -0.24 -0.23
H 1.69 -1.17 0.63
H 2.48 0.04 1.40
H 1.01 1.56 -0.50
H -1.15 -1.98 0.12
H -2.48 0.53 -1.16
H -1.37 -0.01 -2.34
H -1.28 1.65 -1.79
```

Results of the Löwdin charge analysis, in e, for atoms 1 through 5: C -0.026; C -0.277; N 0.156; C -0.537; O 0.085



No. 3
Computed, not measured: C5H8N2O as an isolated structure in a non-equilibrium geometry, with ωB97M-V/def2-TZVPD.

Output
E_LUMO, Ha: 0.0137
Charge: 0
HOMO energy, eV: -9.242
HOMO-LUMO gap, Ha: 0.3533
Energy above the lowest of the compared OMol25 structures with the same formula, charge and spin, kcal/mol: 141.39
Calculated total energy, Ha: -379.862852

Structure (XYZ):
```
16
C5H8N2O, DFT ωB97M-V/def2-TZVPD
C 2.58 -0.78 0.39
C 1.69 0.47 0.19
C 0.34 0.38 0.29
C -0.56 1.65 0.21
C -0.60 -0.74 -0.09
H 1.73 -1.53 0.22
H 3.51 -0.58 -0.21
H 2.74 -0.77 1.45
H 2.14 1.62 0.48
H -1.15 1.78 1.14
H 0.18 2.42 -0.18
H -1.99 -0.74 -1.66
H -0.61 -2.82 0.03
N -1.91 -0.26 -0.48
N -0.13 -1.88 0.28
O -1.61 1.21 -0.73
```

Results of the Löwdin charge analysis, in e, for atoms 1 through 5: C -0.102; C -0.109; C -0.205; C -0.128; C -0.397